Entry 1:
DFT (ωB97M-V/def2-TZVPD) results for a structure of composition C3H5LiO3Ru.

* ΔE to the lowest compared entry with this formula, charge and spin: 33.85 kJ/mol
* spin multiplicity: 6
* total energy: -444.03425 hartree
* HOMO level (spin up / spin down): -24.9 / -25.8 eV
* maximum force: 5.4 eV/A
* charge: +3

Geometry (Å):
H (2.2849, 1.0380, -0.7607)
O (-1.6624, -0.0145, -0.0040)
C (-1.0021, -1.2540, 0.0942)
C (0.3362, -1.2374, 0.8060)
O (1.4134, -0.6538, 0.0245)
C (1.6876, 0.6006, 0.0879)
O (0.9222, 1.4965, 0.4624)
Li (-3.2241, -0.2090, -0.9396)
Ru (-0.9978, 1.5584, 0.7208)
H (-0.8501, -1.6885, -0.9091)
H (-1.6166, -1.9698, 0.6687)
H (0.6647, -2.2689, 0.9665)
H (0.2907, -0.7374, 1.7843)

***

Entry 2:
DFT (ωB97M-V/def2-TZVPD) results for a structure of composition C19H11F5I2N2OSTi.

* ΔE to the lowest compared entry with this formula, charge and spin: 3.29 kJ/mol
* spin multiplicity: 2
* total energy: -3257.61408 hartree
* HOMO level (spin up / spin down): -11.2 / -11.3 eV
* maximum force: 1.8 eV/A
* charge: +1

Geometry (Å):
Ti (0.1043, -0.3355, -1.1004)
I (6.0536, -0.0854, 3.6274)
C (4.6661, -0.1644, 2.0941)
C (5.0444, 0.1388, 0.7945)
C (4.1086, 0.0922, -0.2348)
I (4.7072, 0.5863, -2.1514)
C (2.8089, -0.2742, 0.0529)
O (1.8416, -0.3172, -0.9249)
C (2.4151, -0.5763, 1.3518)
C (1.0079, -1.0058, 1.6741)
N (-0.0376, -0.1353, 1.0285)
C (0.0367, 1.2873, 1.4490)
C (-0.2715, 2.2357, 0.3162)
C (-0.5249, 3.5741, 0.5649)
C (-0.7299, 4.4289, -0.5003)
C (-0.6822, 3.9332, -1.7945)
C (-0.4359, 2.5907, -1.9634)
N (-0.2362, 1.7481, -0.9325)
C (3.3526, -0.5122, 2.3740)
H (6.0653, 0.4202, 0.5762)
H (0.8719, -0.9954, 2.7558)
H (0.8193, -2.0164, 1.3118)
H (-0.9391, -0.5079, 1.3139)
H (1.0559, 1.4824, 1.7864)
H (-0.6200, 1.4796, 2.2969)
H (-0.5585, 3.9352, 1.5844)
H (-0.9299, 5.4783, -0.3243)
H (-0.8359, 4.5676, -2.6552)
H (-0.3949, 2.1554, -2.9533)
H (3.0568, -0.7420, 3.3903)
F (-6.1452, -2.6913, -0.9604)
C (-4.8286, -2.6946, -1.0934)
C (-4.1306, -1.5014, -1.1157)
F (-4.7530, -0.3348, -1.0101)
C (-2.7639, -1.5793, -1.2490)
F (-2.0699, -0.3673, -1.2864)
C (-2.0183, -2.7255, -1.3642)
S (-0.2563, -2.6762, -1.5518)
C (-2.7578, -3.9004, -1.3385)
F (-2.1527, -5.0746, -1.4462)
C (-4.1373, -3.8903, -1.2071)
F (-4.8061, -5.0304, -1.1852)

***

Entry 3:
DFT (ωB97M-V/def2-TZVPD) results for a structure of composition C40H50Cl3MoN6Si.

* spin multiplicity: 3
* total energy: -3621.06697 hartree
* HOMO level (spin up / spin down): -9.6 / -9.5 eV
* maximum force: 8.3 eV/A
* charge: +1

Geometry (Å):
Mo (-4.4273, -16.5758, 11.0812)
C (-0.9509, -21.3748, 12.7106)
C (-2.3548, -21.4378, 13.2721)
C (-3.2808, -20.4910, 12.6051)
C (-4.1590, -20.8618, 11.6645)
C (-4.4932, -22.2445, 11.1831)
C (-3.7989, -22.5386, 9.8719)
C (-4.7836, -19.6660, 11.1528)
N (-4.2484, -18.5460, 11.7233)
C (-3.3030, -19.0612, 12.6868)
C (-2.5946, -18.3106, 13.5564)
C (-2.5821, -16.9070, 13.6537)
C (-1.8134, -16.1177, 14.5395)
C (-0.6256, -16.6110, 15.3443)
C (0.5468, -16.9808, 14.4282)
C (-2.2136, -14.8399, 14.3469)
C (-3.1919, -14.8187, 13.3385)
C (-3.9830, -13.7496, 13.0077)
C (-5.1465, -13.8180, 12.2595)
N (-5.5568, -14.9042, 11.4944)
C (-6.7322, -14.5086, 10.9177)
C (-7.4727, -15.2786, 10.0080)
C (-7.1982, -16.5725, 9.5921)
N (-6.1211, -17.3135, 10.0723)
C (-6.3875, -18.6015, 9.6833)
C (-5.8163, -19.6854, 10.2475)
C (-7.4798, -18.6348, 8.7504)
C (-8.0478, -17.3921, 8.7258)
C (-9.2655, -16.9471, 7.9611)
C (-8.9101, -15.8236, 6.9701)
C (-7.9759, -19.9275, 8.1458)
C (-7.0008, -20.4373, 7.0662)
C (-7.1197, -13.1807, 11.3910)
C (-6.1381, -12.7682, 12.2295)
C (-6.0379, -11.4603, 12.9568)
C (-5.1117, -10.4941, 12.2112)
C (-8.3580, -12.4657, 10.9029)
C (-8.1709, -11.9504, 9.4694)
N (-3.4131, -16.0970, 12.8957)
C (-1.6966, -13.6277, 15.1490)
C (-0.4723, -12.9704, 14.5509)
H (-0.4018, -22.1915, 13.1412)
H (-0.4560, -20.4556, 12.9045)
H (-1.0309, -21.5179, 11.6107)
H (-2.3045, -21.2988, 14.3679)
H (-2.7301, -22.4275, 13.0763)
H (-5.5862, -22.3060, 11.0649)
H (-4.2490, -23.0224, 11.9389)
H (-3.6924, -21.6776, 9.2138)
H (-4.2439, -23.3726, 9.3274)
H (-2.7527, -22.8486, 10.0829)
H (-2.0070, -18.8519, 14.2850)
H (-0.8146, -17.4825, 15.9580)
H (-0.3162, -15.7966, 15.9672)
H (0.3567, -17.8670, 13.8423)
H (1.4809, -17.1499, 15.0346)
H (0.7374, -16.1707, 13.7252)
H (-3.7554, -12.7759, 13.4670)
H (-8.3852, -14.7931, 9.6325)
H (-6.2069, -20.6782, 9.9353)
H (-10.0642, -16.6470, 8.6507)
H (-9.6852, -17.8009, 7.3840)
H (-8.4116, -14.9926, 7.4291)
H (-9.8568, -15.4962, 6.4515)
H (-8.2552, -16.2109, 6.1786)
H (-8.8864, -19.7284, 7.6008)
H (-8.1781, -20.6823, 8.9224)
H (-6.8860, -19.6713, 6.3070)
H (-7.3227, -21.3670, 6.5870)
H (-5.9859, -20.6400, 7.4537)
H (-5.6610, -11.6293, 13.9662)
H (-7.0613, -11.0450, 13.1109)
H (-4.2358, -11.0636, 11.9206)
H (-4.8560, -9.6568, 12.8465)
H (-5.5276, -10.1289, 11.3017)
H (-8.6034, -11.5995, 11.5103)
H (-9.2213, -13.1597, 10.9368)
H (-7.3633, -11.2364, 9.4841)
H (-9.0733, -11.4788, 9.0798)
H (-7.9260, -12.8290, 8.8497)
H (-1.4432, -13.9298, 16.1473)
H (-2.4968, -12.8934, 15.2755)
H (0.3531, -13.6792, 14.5775)
H (-0.2066, -12.0566, 15.0910)
H (-0.6395, -12.7203, 13.4932)
C (-0.5926, -16.3616, 10.8323)
C (-1.4128, -17.2279, 9.9763)
N (-2.7249, -17.3063, 9.8913)
C (-3.0011, -18.2643, 8.8826)
C (-1.8603, -18.8274, 8.4633)
N (-0.8582, -18.1679, 9.1740)
H (-0.8992, -16.4462, 11.8883)
H (-0.6174, -15.3253, 10.5255)
H (0.4352, -16.6610, 10.8969)
H (-3.9883, -18.4069, 8.4551)
H (-1.6481, -19.5917, 7.7020)
H (0.1262, -18.2014, 9.0365)
Cl (-5.1982, -14.1712, 7.9105)
Si (-3.5881, -14.5527, 9.2636)
Cl (-2.6740, -13.0804, 9.8179)
Cl (-2.3345, -15.1796, 7.6897)